The following is a DFT calculation (ωB97M-V with the def2-TZVPD basis set) of C25H33BN9O3RhS3 as an isolated structure at a distorted geometry.

## Properties
**Highest occupied orbital energy (alpha / beta)**: -0.4271 / -0.4668 Ha
**ΔE to the lowest compared entry with this formula, charge and spin**: 4.804 eV
**Orbital gap (alpha / beta)**: 5.64 / 3.31 eV
**Total energy**: -3020.4242 hartree
**Total charge**: +2
**Multiplicity**: 5

Each line ends with the Mulliken charge.
CARTESIAN COORDINATES (ANGSTROEM)
Rh -0.4754 0.7027 2.0711  0.14
N 0.5299 -2.6613 1.1203  -0.13
C 0.3637 -2.5175 2.4685  0.39
N -0.1103 -1.4061 3.0353  0.23
C -0.1845 -1.5381 4.3886  -0.57
C 0.0975 -2.7890 4.8889  -0.30
S 0.5840 -3.8314 3.5821  -0.08
C -0.7975 -0.3364 5.0000  0.29
C -1.1393 -0.1690 6.2847  -0.33
S -1.9574 1.3449 6.4507  -0.11
C -1.8240 1.6277 4.7995  0.57
N -1.0778 0.7308 4.2133  0.23
N -2.4629 2.6305 4.1312  -0.33
H 0.3563 -1.7818 0.5648  -0.46
H -0.0275 -3.3975 0.6764  0.38
H 0.1269 -3.0977 5.9038  0.51
H -1.2962 -0.9098 7.0528  0.41
H -2.8597 3.4941 4.5277  0.24
H -2.4570 2.6472 3.1205  0.13
C 4.2549 0.0060 3.3236  -1.03
N 3.7714 -0.2728 2.0475  0.22
C 4.6280 -0.7124 1.0926  -0.25
C 4.1679 -1.0790 -0.1017  -1.07
C 2.7407 -0.7951 -0.4049  1.07
N 1.9603 -0.2613 0.4654  0.18
C 2.4312 0.1270 1.6656  -0.02
O 1.7410 0.6523 2.5300  -0.59
N 2.2255 -1.2059 -1.5556  -0.20
H 5.0954 -0.6875 3.6007  0.34
H 3.3955 0.0509 3.9141  0.27
H 4.7323 0.9954 3.3050  0.37
H 5.6584 -0.8634 1.2807  0.44
H 4.7336 -1.5191 -0.9098  0.41
H 2.6848 -1.7238 -2.2794  0.21
H 1.2697 -1.0634 -1.7692  -0.05
C -2.8206 -4.6180 -3.7497  -2.06
C -2.2556 -3.4593 -4.5024  2.27
C -0.9873 -3.8570 -5.3309  -1.72
C -3.2666 -2.8823 -5.4709  -1.51
C -1.7742 -2.2660 -3.6735  0.28
C -1.1285 -1.1039 -4.1912  -0.25
C -0.7007 0.0465 -3.3850  -1.46
C -1.0662 -0.0875 -2.0388  0.25
O -0.7556 0.7951 -0.9841  -0.25
B -1.4007 0.1917 0.1303  0.44
O -1.9258 -1.0651 -0.1649  -0.61
C -1.7706 -1.1967 -1.5294  0.46
C -2.0600 -2.3246 -2.3005  -0.79
H -2.8738 -5.4104 -4.5615  0.44
H -3.8671 -4.4534 -3.3234  0.34
H -2.2361 -5.1714 -3.0410  0.46
H -1.3583 -4.6576 -6.0717  0.40
H -0.2445 -4.3635 -4.7515  0.39
H -0.6367 -3.0024 -5.8715  0.45
H -3.8928 -3.7541 -5.8323  0.42
H -2.7834 -2.4711 -6.3414  0.39
H -3.9220 -2.2204 -4.9602  0.37
H -0.9408 -0.9222 -5.2888  0.30
H -0.1585 1.0090 -3.5727  0.33
H -2.5066 -3.1654 -1.8743  0.68
C 0.6650 6.2259 1.9493  -1.07
N 0.5879 5.4713 0.6877  0.00
C 0.6477 6.1782 -0.6007  -0.52
C 0.3779 5.0018 -1.5667  -0.70
N -0.0127 3.9453 -0.6793  0.13
C 0.1196 4.2311 0.6339  0.39
S -0.0435 3.2674 1.9918  -0.34
H -0.2199 6.7433 2.2675  0.35
H 1.3264 7.0184 1.6951  0.39
H 1.0396 5.6624 2.7732  0.35
H 1.6178 6.4651 -0.9126  0.30
H -0.1250 6.9285 -0.5043  0.40
H 1.2341 4.6960 -2.1961  0.37
H -0.4818 5.2660 -2.2547  0.31
H -0.2793 2.9191 -1.0874  0.10

---

The following is a DFT calculation (ωB97M-V with the def2-TZVPD basis set) of C25H33BrCl2N2O2SSi2Ti as an isolated structure.

## Properties
**Highest occupied orbital energy**: -0.5117 Ha
**ΔE to the lowest compared entry with this formula, charge and spin**: 0.317 eV
**Orbital gap**: 6.93 eV
**Total energy**: -6553.1241 hartree
**Total charge**: +2

Each line ends with the natural charge from an NBO analysis.
CARTESIAN COORDINATES (ANGSTROEM)
Ti 0.0112 -0.3936 -0.3913  1.88
C 4.5180 -0.2822 -1.8304  -1.13
Si 2.7475 0.2780 -1.6910  1.68
C 2.5714 2.0719 -2.1367  -1.13
C 1.6373 -0.7158 -2.8562  -1.13
C 1.9624 -0.1649 0.0078  -1.30
C 2.0496 -1.6687 0.1781  0.25
C 3.1790 -2.4805 0.2646  -0.22
C 2.9968 -3.8275 0.5090  -0.10
C 1.7097 -4.3580 0.6307  -0.24
C 0.6365 -3.5152 0.4937  0.08
N 0.8251 -2.2030 0.2826  -0.61
Si 2.5310 0.5572 1.7198  1.69
C 4.3956 0.5825 1.7471  -1.12
C 1.8503 -0.6059 3.0193  -1.12
C 1.9045 2.2719 2.0593  -1.13
H 4.9383 0.1863 -2.7237  0.27
H 4.6178 -1.3601 -1.9562  0.25
H 5.1258 0.0328 -0.9819  0.26
H 3.1814 2.2581 -3.0239  0.27
H 2.9163 2.7474 -1.3525  0.26
H 1.5434 2.3406 -2.3829  0.25
H 1.9356 -0.4930 -3.8847  0.29
H 0.5749 -0.4189 -2.8513  0.23
H 1.6967 -1.7985 -2.7274  0.26
H 4.1668 -2.0571 0.1742  0.25
H 3.8568 -4.4762 0.6136  0.25
H 1.5555 -5.4102 0.8192  0.26
H -0.3862 -3.8613 0.5495  0.22
H 4.8642 -0.3729 1.5118  0.24
H 4.7119 0.8563 2.7570  0.27
H 4.7943 1.3391 1.0684  0.25
H 2.3652 -1.5674 3.0525  0.25
H 0.7801 -0.7980 2.8940  0.23
H 1.9687 -0.1359 3.9981  0.27
H 2.3117 3.0057 1.3629  0.24
H 2.2537 2.5370 3.0615  0.26
H 0.8174 2.3498 2.0623  0.25
Br -6.6636 4.6770 0.0664  0.17
C -5.1779 3.5461 -0.0689  -0.02
C -4.6102 3.3161 -1.3213  -0.25
C -3.5128 2.4895 -1.4198  -0.11
C -2.9950 1.8876 -0.2668  -0.19
C -3.5707 2.1259 0.9860  -0.12
C -4.6635 2.9591 1.0854  -0.25
C -1.8270 1.0651 -0.3740  0.79
O -1.3384 0.4103 0.6710  -0.74
O -1.1532 0.8890 -1.4424  -0.69
H -5.0272 3.7904 -2.1979  0.25
H -3.0469 2.3068 -2.3788  0.24
H -3.1462 1.6735 1.8721  0.24
H -5.1165 3.1671 2.0440  0.25
S -1.2883 -2.0368 -1.8411  -0.15
C -2.6095 -2.6758 -0.9423  0.11
N -3.4656 -3.4597 -1.6462  -0.46
C -4.5543 -4.0690 -1.1275  0.09
C -4.8566 -3.9155 0.1932  -0.26
C -4.0109 -3.1150 0.9691  -0.06
C -2.9079 -2.5025 0.4154  -0.28
H -3.2625 -3.5889 -2.6312  0.45
H -5.1400 -4.6606 -1.8159  0.25
H -5.7247 -4.4004 0.6121  0.27
H -4.2252 -2.9713 2.0201  0.25
H -2.2728 -1.8754 1.0236  0.24
Cl -0.9137 4.8700 2.1038  0.00
C 0.0985 5.0323 0.6725  -0.38
Cl -0.0370 3.6000 -0.3827  -0.04
H 1.1336 5.1265 0.9775  0.23
H -0.2305 5.8891 0.0977  0.24

---

The following is a DFT calculation (ωB97M-V with the def2-TZVPD basis set) of C25H33ClIInNO8S as an isolated structure at a distorted geometry.

## Properties
**Highest occupied orbital energy**: -0.1919 Ha
**Orbital gap**: 6.56 eV
**Total energy**: -2975.2588 hartree
**Total charge**: -1

Each line ends with the Mulliken charge.
CARTESIAN COORDINATES (ANGSTROEM)
C 1.0411 4.5770 -0.4375  -0.69
C 2.0095 4.4525 -1.6127  0.74
O 3.1945 4.6093 -1.4409  -0.53
O 1.4641 4.1517 -2.8568  -0.36
C 1.4885 2.7700 -3.1560  0.53
O 2.4165 2.0991 -2.7643  -0.56
C 0.3801 2.1882 -3.9793  -1.00
In -0.4966 0.5043 -2.7288  0.70
I -1.5749 1.7980 -0.4497  -0.49
C -2.1559 -0.4201 -3.8939  -1.08
C -2.8023 -1.5701 -3.0380  0.00
C -4.1657 -1.1282 -2.4441  -0.92
C -5.3429 -1.7998 -3.2169  -0.62
S -6.4286 -0.6959 -4.1653  1.10
O -6.5135 -1.2354 -5.4955  -0.60
O -7.7264 -0.7042 -3.5497  -0.59
Cl -5.6490 1.1850 -4.2929  -0.19
C 1.2022 -0.8747 -2.2710  -1.10
O 0.8265 -2.0993 -1.5447  -0.45
C 1.8992 -2.5408 -0.7906  0.21
C 3.0914 -2.7917 -1.4630  -0.49
C 4.2072 -3.2555 -0.8048  0.88
C 5.4956 -3.5031 -1.5732  -1.45
C 4.0887 -3.4791 0.5572  -0.97
C 2.9151 -3.2270 1.2224  -0.31
C 1.7763 -2.7318 0.5825  0.07
C 0.4933 -2.4586 1.3741  1.12
C -0.3263 -1.2576 0.8484  -0.81
C 0.8911 -2.1119 2.8497  -1.76
H 0.0344 4.6974 -0.8539  0.31
H 1.2908 5.4510 0.1738  0.33
H 1.0936 3.6981 0.2139  0.05
H -0.3839 2.9497 -4.1771  0.30
H 0.8289 1.8239 -4.9092  0.35
H -2.9138 0.3615 -4.0366  0.21
H -1.7860 -0.7563 -4.8702  0.46
H -2.1187 -1.8001 -2.2073  -0.17
H -2.8657 -2.4848 -3.6437  0.32
H -4.2654 -0.0435 -2.3503  0.65
H -4.1966 -1.5263 -1.4192  0.25
H -4.9803 -2.5732 -3.8969  0.38
H -5.9833 -2.2982 -2.4818  0.38
H 1.6797 -1.1300 -3.2293  0.38
H 1.9390 -0.3131 -1.6833  0.52
H 3.1698 -2.6455 -2.5379  0.26
H 5.3963 -3.0154 -2.5484  0.33
H 6.3924 -3.1796 -1.0359  0.35
H 5.5917 -4.5896 -1.7248  0.30
H 4.9370 -3.8726 1.1196  0.35
H 2.9331 -3.4464 2.2859  0.19
H -0.0896 -3.3924 1.3980  0.30
H -0.8868 -0.7493 1.6389  0.46
H 0.3403 -0.5861 0.3064  0.10
H -1.0852 -1.6426 0.1524  -0.04
H 1.7258 -1.3956 2.7666  0.49
H 0.0933 -1.5807 3.3775  0.41
H 1.2915 -2.9738 3.3928  0.31
C -0.5732 3.0985 7.6039  -0.40
C 0.7416 2.9792 7.1739  -0.42
C 1.0132 2.6185 5.8631  -0.34
C -0.0394 2.3854 4.9967  -0.11
C -1.3539 2.4935 5.4126  -0.25
C -1.6196 2.8519 6.7252  -0.47
N 0.2444 2.0258 3.5986  1.13
O 1.4102 1.9209 3.2714  -0.63
O -0.7012 1.8598 2.8599  -0.47
H -0.7830 3.3857 8.6268  0.37
H 1.5560 3.1703 7.8601  0.37
H 2.0373 2.5262 5.5308  0.45
H -2.1701 2.3051 4.7296  0.47
H -2.6436 2.9426 7.0626  0.37

---

The following is a DFT calculation (ωB97M-V with the def2-TZVPD basis set) of C25H33FGaN6O2S2Se3Te as an isolated structure at a distorted geometry.

## Properties
**Highest occupied orbital energy**: -0.1529 Ha
**ΔE to the lowest compared entry with this formula, charge and spin**: 1.378 eV
**Orbital gap**: 6.49 eV
**Total energy**: -11745.0278 hartree
**Total charge**: -1

Each line ends with the Mulliken charge.
CARTESIAN COORDINATES (ANGSTROEM)
Ga 0.0521 0.1539 0.5161  0.08
Se 1.1985 2.0990 -0.3661  -0.13
Se -0.3031 3.1761 -1.8202  -0.36
Te -2.4588 2.7814 -0.5736  -0.25
Se -2.3274 0.2868 -0.4956  -0.18
N 1.1272 -5.9356 4.1325  -0.58
C 0.9394 -4.5762 3.9257  1.15
C -0.0829 -4.1230 3.0900  -0.78
C -0.2867 -2.7707 2.9124  0.24
C 0.5064 -1.8572 3.5862  -0.76
C 1.5155 -2.2874 4.4399  -0.32
C 1.7316 -3.6421 4.6033  -0.91
S 0.3548 -0.1353 3.2423  1.23
O 0.4367 0.6048 4.4660  -0.77
O -0.8851 0.0417 2.4555  -0.53
N 1.4192 0.2730 2.1279  -0.10
C 2.7715 0.1968 2.1849  0.18
N 3.4108 0.5592 1.0600  -0.16
C 4.7226 0.4490 1.0361  -0.24
C 5.4537 -0.0095 2.1249  -0.72
C 4.7126 -0.3178 3.2501  -0.11
N 3.3906 -0.2261 3.2994  -0.40
H 0.7612 -6.5393 3.4156  0.22
H 2.0289 -6.2104 4.4810  0.20
H -0.7056 -4.8276 2.5502  0.28
H -1.0489 -2.4213 2.2292  0.40
H 2.1273 -1.5532 4.9406  0.55
H 2.5263 -3.9866 5.2557  0.30
H 5.2020 0.7495 0.1087  0.43
H 6.5275 -0.1207 2.0914  0.39
H 5.1954 -0.6521 4.1646  0.40
F 2.0407 -5.1730 -1.9378  -0.38
C 1.5918 -4.0177 -1.3747  0.46
C 0.5845 -3.3133 -1.9968  -0.78
C 0.1447 -2.1342 -1.4103  0.02
C 0.6891 -1.6466 -0.2214  -0.32
C 1.7158 -2.3937 0.3573  0.67
C 2.1700 -3.5815 -0.2021  -0.92
H 0.1459 -3.6906 -2.9120  0.42
H -0.6487 -1.5706 -1.8878  0.28
H 2.1848 -2.0611 1.2753  0.34
H 2.9595 -4.1580 0.2650  0.49
C -5.4747 -5.7511 -3.5169  -1.52
C -5.5778 -4.8201 -2.3097  0.42
C -5.9565 -3.3938 -2.7194  -0.79
C -5.6424 -2.3346 -1.6548  -0.86
N -4.2555 -2.4144 -1.2237  0.15
C -3.8526 -2.7510 0.0293  -0.67
S -2.5358 -3.7528 0.2373  -0.18
N -4.6228 -2.2697 1.0289  0.18
C -4.2786 -2.3385 2.4397  -0.10
C -5.3737 -2.9728 3.3070  -0.91
C -5.3985 -4.5047 3.3032  -0.44
C -5.8143 -5.1289 1.9716  -0.90
H -5.1096 -6.7353 -3.2215  0.39
H -4.7775 -5.3410 -4.2502  0.35
H -6.4432 -5.8783 -4.0063  0.35
H -4.6187 -4.8185 -1.7888  0.00
H -6.3207 -5.2101 -1.6080  0.21
H -7.0243 -3.3539 -2.9505  0.36
H -5.4156 -3.1264 -3.6336  0.38
H -6.2894 -2.4830 -0.7893  0.45
H -5.8422 -1.3402 -2.0662  0.18
H -3.5884 -2.6493 -1.9400  0.39
H -5.2021 -1.4886 0.7622  0.33
H -4.0802 -1.3233 2.7903  0.41
H -3.3601 -2.9154 2.5237  -0.23
H -6.3531 -2.5953 2.9932  0.31
H -5.2099 -2.6359 4.3341  0.38
H -6.0928 -4.8362 4.0813  0.38
H -4.4054 -4.8719 3.5783  0.22
H -6.7560 -4.6971 1.6219  0.25
H -5.9517 -6.2063 2.0838  0.43
H -5.0544 -4.9684 1.2091  0.09

---

Q: What is the total charge in the second record?
A: +2